Molecular formula: C33H52N2O3
Method: DFT, ωB97M-V/def2-TZVPD

Structure (XYZ):
```
90
Properties=species:S:1:pos:R:3:forces:R:3:nbo_charge:R:1
C -9.12745 2.52023 -0.48425 -0.1 -0.2 0.1 -0.6407
C -9.32870 1.54495 0.66502 0.3 0.8 0.1 -0.2182
N -9.81739 0.17889 0.29437 0.0 0.0 0.0 -0.2105
C -9.88258 -0.60932 1.56570 -0.1 -0.5 0.6 -0.2180
C -10.37250 -2.04362 1.44172 0.0 0.2 -0.1 -0.6405
C -11.16363 0.25219 -0.35947 -0.8 0.1 -0.2 -0.2183
C -12.27923 0.87841 0.46263 0.2 -0.1 0.0 -0.6413
C -8.90070 -0.46884 -0.69334 0.7 -0.4 -0.4 -0.2186
C -7.44965 -0.65692 -0.25962 -0.1 0.0 -0.2 -0.4272
C -6.64519 -1.26465 -1.41309 0.3 0.2 0.3 -0.4082
C -5.16727 -1.38134 -1.04863 -0.2 -0.2 -0.2 -0.0608
O -4.67434 -0.07449 -0.82834 -0.1 0.1 0.0 -0.5125
C -3.33410 0.09142 -0.62117 0.3 0.1 0.1 0.2955
C -2.89926 1.41262 -0.50666 -0.1 -0.1 0.0 -0.2161
C -1.56509 1.72402 -0.29346 0.0 -0.2 0.0 -0.2128
C -0.65078 0.69296 -0.19243 -0.6 -0.5 -0.1 0.0274
C -1.09209 -0.63530 -0.30348 -0.4 0.6 -0.1 -0.1422
C -2.41689 -0.95565 -0.51549 -0.1 0.0 0.0 -0.2451
C 0.06638 -1.55737 -0.15761 0.0 -0.3 0.0 0.5609
O 0.06319 -2.76400 -0.19685 0.0 0.2 0.0 -0.4948
C 1.22949 -0.65299 0.05003 0.5 0.6 0.1 -0.1456
C 2.55163 -0.99362 0.24605 0.1 0.0 0.0 -0.2653
C 3.47312 0.03923 0.42710 -0.3 0.1 -0.1 0.3726
O 4.81055 -0.14763 0.63616 0.1 0.1 0.0 -0.5326
C 5.29322 -1.46880 0.78545 0.2 -0.3 0.2 -0.0637
C 6.75828 -1.38079 1.20562 -0.3 0.2 -0.3 -0.4096
C 7.59816 -0.69626 0.12222 0.0 0.0 0.2 -0.4264
C 9.03489 -0.53888 0.62125 -0.7 -0.4 0.3 -0.2226
N 9.97443 0.30293 -0.19057 0.1 0.1 -0.1 -0.2130
C 11.37889 -0.17110 0.05019 0.8 -0.3 0.2 -0.2106
C 11.89383 -0.06650 1.47851 -0.2 0.1 -0.1 -0.6389
C 9.90836 1.74215 0.22267 -0.1 0.8 0.2 -0.2118
C 8.58644 2.46763 0.02836 0.1 -0.2 0.0 -0.6350
C 9.69694 0.20600 -1.65723 -0.2 -0.2 -0.8 -0.2182
C 9.95834 -1.15416 -2.29094 0.1 0.1 0.1 -0.6395
C 3.04604 1.36744 0.39540 0.1 -0.1 0.0 -0.2550
C 1.71461 1.69932 0.19612 0.0 -0.2 0.0 -0.1986
C 0.79529 0.68201 0.02553 0.6 -0.5 0.1 0.0265
H -10.04198 2.70861 -1.03861 -0.1 0.0 -0.1 0.2227
H -8.35022 2.19884 -1.17110 0.1 0.0 -0.1 0.2220
H -8.80910 3.46814 -0.05691 0.0 0.0 0.0 0.2554
H -8.38321 1.42082 1.19448 -0.2 -0.1 0.0 0.2308
H -10.04675 1.96537 1.36985 0.0 -0.2 0.0 0.2310
H -8.88139 -0.61026 1.99824 -0.1 0.2 -0.1 0.2301
H -10.53528 -0.06777 2.25141 0.1 0.1 -0.1 0.2312
H -11.39336 -2.10665 1.07731 -0.1 0.0 0.0 0.2237
H -9.72963 -2.65170 0.81235 0.0 -0.1 -0.1 0.2203
H -10.35849 -2.48183 2.43686 0.0 0.0 0.1 0.2566
H -11.04517 0.81586 -1.28544 0.1 -0.1 0.1 0.2301
H -11.44842 -0.76511 -0.62992 0.2 0.1 0.0 0.2306
H -12.08948 1.92077 0.70074 0.0 0.1 0.0 0.2227
H -13.18510 0.84596 -0.13813 0.0 0.0 0.0 0.2576
H -12.48165 0.33250 1.37917 0.0 0.0 0.1 0.2227
H -9.32241 -1.44334 -0.94465 -0.1 0.1 0.0 0.2294
H -8.91934 0.13596 -1.60106 -0.2 0.0 0.1 0.2308
H -6.98024 0.29232 -0.00400 0.0 0.0 0.1 0.2275
H -7.37667 -1.32533 0.59884 0.0 0.0 0.1 0.2116
H -6.72971 -0.62973 -2.29608 0.0 0.0 -0.1 0.2154
H -7.02212 -2.25665 -1.66315 0.0 0.0 -0.1 0.2186
H -5.04460 -1.99181 -0.14347 0.0 0.0 -0.1 0.1776
H -4.62615 -1.86035 -1.87339 0.0 0.0 0.1 0.1963
H -3.63473 2.19716 -0.59440 -0.1 0.1 0.0 0.2223
H -1.25854 2.75511 -0.21250 0.0 0.1 0.0 0.2216
H -2.70265 -1.99247 -0.59139 -0.1 -0.1 0.0 0.2356
H 2.83226 -2.03459 0.25269 0.1 -0.1 0.0 0.2351
H 5.19886 -2.01734 -0.16161 0.0 0.0 0.1 0.1780
H 4.72476 -1.99878 1.55885 0.0 0.0 -0.1 0.1961
H 6.81110 -0.80726 2.13234 0.0 0.0 0.1 0.2138
H 7.12764 -2.38784 1.40070 0.0 -0.1 0.1 0.2195
H 7.55946 -1.30865 -0.77857 0.0 0.0 -0.1 0.2129
H 7.12762 0.25988 -0.09362 0.1 0.0 -0.1 0.2312
H 9.46894 -1.53746 0.70135 0.1 0.1 0.0 0.2266
H 9.00542 -0.10912 1.62379 0.1 0.0 -0.1 0.2286
H 11.42305 -1.21659 -0.25391 -0.1 0.1 -0.1 0.2288
H 12.03397 0.40390 -0.60778 -0.2 0.0 -0.1 0.2266
H 12.04821 0.95956 1.79815 0.0 0.1 0.0 0.2243
H 11.24824 -0.57141 2.19084 0.0 -0.1 0.1 0.2229
H 12.86272 -0.55920 1.51245 0.0 0.0 0.0 0.2562
H 10.68571 2.26781 -0.33667 0.0 -0.2 0.0 0.2248
H 10.16370 1.78630 1.28137 0.1 -0.1 -0.1 0.2284
H 8.24812 2.46288 -1.00322 -0.1 0.0 -0.1 0.2222
H 8.74553 3.50614 0.31058 0.0 0.0 0.0 0.2534
H 7.80433 2.07616 0.67099 -0.1 0.0 0.0 0.2221
H 8.65431 0.47739 -1.81107 0.1 0.1 0.1 0.2326
H 10.31839 0.95220 -2.15708 -0.1 0.1 0.2 0.2289
H 9.51992 -1.14847 -3.28597 0.0 0.0 0.0 0.2540
H 11.01827 -1.35854 -2.41010 0.1 0.0 0.0 0.2278
H 9.50195 -1.96773 -1.73532 -0.1 -0.1 0.1 0.2183
H 3.78478 2.14095 0.53754 0.1 0.1 0.0 0.2221
H 1.41385 2.73518 0.18073 0.0 0.1 0.0 0.2197
```
Forces are in eV/Å.

Output
Structure (SMILES): CC[N+](CC)(CC)CCCCOc1ccc2c(c1)C(=O)c1cc(OCCCC[N+](CC)(CC)CC)ccc1-2
E_HOMO: -11.1123 eV
Charge: +2

Molecular formula: C33H54Cl8F15N3O13
Method: DFT, ωB97M-V/def2-TZVPD

Structure (XYZ):
```
126
Properties=species:S:1:pos:R:3:forces:R:3:mulliken_charge:R:1
C -20.06617 -20.30733 11.50164 0.6 -0.9 0.2 -1.0885
C -19.22437 -20.86960 12.62393 0.7 -0.2 0.9 -0.4265
O -18.27437 -19.87399 13.16058 -0.6 0.0 1.1 -0.2336
C -18.46989 -19.33450 14.39514 -1.9 0.7 -0.1 0.1974
O -19.44532 -19.37899 15.13398 2.0 -0.5 -1.9 -0.5741
C -17.19213 -18.51415 14.78732 -2.1 -3.0 1.1 0.9540
F -17.41734 -17.92547 15.93440 0.0 1.1 0.5 -0.2767
F -16.31705 -19.49958 15.03405 1.4 -0.3 -0.1 -0.2042
F -16.76083 -17.72125 13.88343 0.8 1.5 -1.1 -0.0607
H -19.52812 -19.94559 10.62116 0.2 0.1 0.4 0.2834
H -20.65407 -19.53759 11.96688 -0.6 0.4 -0.3 0.3136
H -20.64799 -21.16846 11.16373 -0.5 0.3 0.0 0.3854
H -18.60751 -21.74671 12.38870 0.0 0.5 -0.4 0.3558
H -19.84324 -21.22281 13.45689 -0.1 0.4 -0.2 0.3986
C -11.12841 -16.76407 7.87469 1.0 1.2 -2.6 -1.1415
C -11.03675 -18.18603 8.15494 0.3 -1.7 -0.9 -0.4707
O -10.59982 -18.39752 9.46375 0.8 0.1 2.6 -0.0690
C -9.30030 -18.21065 9.72567 -0.9 -1.2 0.7 0.1555
O -8.44845 -17.98057 8.93473 0.6 0.4 0.0 -0.5339
C -9.08392 -18.58365 11.25127 0.7 -0.6 -0.5 0.9381
F -10.04307 -18.10789 12.00265 -0.5 0.4 0.4 -0.2161
F -9.12337 -19.95612 11.37205 0.2 1.1 -0.3 -0.2308
F -7.89898 -18.16037 11.74190 -0.7 -0.3 -0.6 -0.2168
H -11.44296 -16.61403 6.81358 -0.2 -0.1 0.8 0.3697
H -10.10478 -16.36364 7.85839 -0.4 0.3 0.5 0.3594
H -11.78330 -16.26085 8.53571 -0.6 0.7 0.6 0.3033
H -10.25294 -18.65924 7.55184 -0.6 -0.1 -0.5 0.4437
H -11.99099 -18.71173 8.11873 0.1 -0.1 -0.3 0.3827
C -16.38186 -19.77728 19.52026 0.1 -1.0 0.6 -1.3801
C -15.12842 -19.96393 18.69561 0.1 -0.2 0.6 0.2655
O -14.05529 -19.18226 19.32672 -0.4 -0.2 -0.4 -0.2850
C -14.10493 -17.90796 19.01327 1.2 1.8 -0.6 0.4903
O -14.91311 -17.29201 18.36829 0.0 -0.8 0.4 -0.5507
C -12.82100 -17.10430 19.52207 -2.5 -1.7 -1.2 0.8738
F -11.80849 -17.91656 19.65543 1.4 -0.6 0.5 -0.2010
F -12.51997 -16.16823 18.66872 0.5 1.0 -1.1 -0.2873
F -13.13340 -16.52787 20.64599 0.0 0.7 2.0 -0.2968
H -16.11840 -20.03532 20.56199 -0.2 0.1 -0.3 0.3413
H -17.22461 -20.43417 19.24271 0.5 0.3 -0.2 0.4044
H -16.68778 -18.75632 19.51084 -0.4 0.7 -0.1 0.3572
H -15.17085 -19.64483 17.66242 -0.3 0.0 -0.2 0.0377
H -14.78447 -20.99308 18.75661 0.1 0.0 -0.1 0.2470
C -9.33927 -16.32733 16.85250 -0.9 -1.1 0.5 -0.4920
C -9.41652 -17.54468 15.93937 1.0 1.3 0.0 0.5671
O -10.50121 -17.35229 14.96978 0.0 -1.0 1.5 0.1857
C -11.58908 -17.91373 15.44473 -2.5 -2.5 -0.1 -0.0957
O -11.78158 -18.69290 16.38600 0.9 2.4 -1.7 -0.3870
C -12.84016 -17.67961 14.46574 0.4 -0.6 2.3 0.2745
F -13.75374 -16.97983 15.18155 0.2 -0.5 -0.8 -0.1052
F -12.50087 -16.99945 13.39031 -0.2 0.2 -0.6 -0.0868
F -13.38588 -18.87093 14.11781 0.4 1.2 0.0 0.0245
H -8.49770 -16.53598 17.48061 0.5 0.0 0.7 0.4307
H -10.25658 -16.30178 17.46287 0.4 0.4 -0.1 0.1666
H -9.13167 -15.37966 16.36493 -0.3 -0.2 -0.4 -0.3998
H -9.44216 -18.51544 16.45757 -0.6 0.5 -0.2 0.2547
H -8.50705 -17.48981 15.39131 0.5 -0.3 -1.0 -0.2238
C -8.81536 -22.95965 14.68314 0.6 0.7 -1.0 -1.0486
C -9.16288 -22.20835 13.35674 1.6 -1.5 0.3 0.1764
O -10.50486 -22.51531 12.99590 0.3 1.3 0.2 -0.3014
C -11.41544 -21.75613 13.60974 -1.1 -4.4 -2.8 0.0687
O -11.34375 -20.92815 14.39679 1.3 3.7 3.1 -0.2327
C -12.76193 -22.31544 13.18366 -0.7 1.0 -1.9 0.7902
F -13.24274 -23.20190 14.03526 -0.1 -0.3 0.1 -0.2585
F -13.64478 -21.31849 13.02360 -0.3 0.1 0.7 -0.1476
F -12.65766 -22.82571 11.94183 -0.2 -0.9 0.2 -0.2729
H -7.75756 -22.74434 14.87340 -0.1 -0.3 0.2 0.4404
H -8.95834 -24.01467 14.48797 0.2 -0.3 0.0 0.3466
H -9.37130 -22.72947 15.58797 -0.3 0.5 -0.2 0.0867
H -8.56177 -22.67266 12.53846 -0.4 0.2 0.7 0.3819
H -8.88367 -21.15322 13.30085 -0.7 0.0 0.5 -0.1476
C -11.49344 -22.26798 17.92367 -0.2 -0.3 0.0 -0.7305
N -10.43905 -22.04251 18.86901 0.6 0.2 0.6 0.2608
C -10.63908 -20.89231 19.82085 -1.2 -1.0 -1.8 -0.8533
C -9.56169 -23.05451 19.14956 0.0 0.9 1.4 0.0992
O -8.83539 -23.08596 20.13583 -0.2 0.1 -0.7 -0.6064
H -11.19896 -23.03225 17.19068 -0.3 -0.2 0.5 0.3753
H -11.63794 -21.38640 17.32693 -0.4 0.6 -0.1 -0.0559
H -12.40742 -22.53152 18.50107 0.2 0.0 -0.8 0.3213
H -9.88677 -21.01397 20.54850 0.7 0.1 1.0 0.3908
H -10.53278 -19.92949 19.26878 -0.2 -0.8 0.4 0.1507
H -11.67525 -21.00085 20.25491 1.1 0.4 -0.3 0.2552
H -9.55163 -23.88167 18.43459 -0.2 0.0 -0.4 0.3825
C -13.44398 -17.91030 10.70670 -0.6 -0.1 0.6 -1.4224
N -14.77986 -17.75700 11.27738 -0.6 -1.3 0.2 0.6949
C -15.69682 -18.94548 11.30150 -0.2 0.9 -0.9 -0.9427
C -15.35899 -16.53531 11.18636 -2.1 -0.5 -0.2 -0.1908
O -16.58731 -16.36270 11.14009 1.5 0.0 0.4 -0.6687
H -12.93061 -18.80377 11.06344 -0.1 0.2 0.5 0.0668
H -12.91510 -17.00116 10.96919 0.5 -0.1 -0.2 0.1926
H -13.51877 -18.04097 9.64024 0.0 0.2 -0.7 0.9180
H -16.01260 -19.18782 10.28109 0.2 0.1 -0.2 0.4803
H -15.27353 -19.86189 11.70009 0.5 0.4 0.4 0.0490
H -16.63702 -18.68976 11.79253 0.5 0.0 0.2 0.2678
H -14.67343 -15.69142 11.15073 0.4 0.2 0.0 0.4673
C -4.17461 -17.54094 12.93968 -0.3 0.7 0.0 -0.9271
N -5.09076 -17.36973 14.07615 0.0 -0.8 -0.1 0.2308
C -5.69586 -18.55812 14.70917 0.4 -0.5 -0.4 -0.8543
C -5.77806 -16.21302 14.23287 1.6 0.0 -2.7 0.0310
O -6.69823 -16.07965 14.95930 -2.4 0.5 2.3 -0.4261
H -3.94895 -16.54343 12.50815 -0.5 -0.6 0.1 0.3364
H -4.61672 -18.20667 12.18571 0.1 0.3 0.1 0.3026
H -3.19402 -17.92056 13.21088 -0.1 -0.3 0.4 0.3022
H -6.43345 -19.08751 14.07131 0.3 0.5 0.0 0.2241
H -4.94082 -19.29492 14.97946 0.3 0.1 -0.2 0.3721
H -6.19320 -18.33047 15.63858 -0.1 0.5 0.1 0.2117
H -5.50669 -15.39654 13.52271 0.5 -0.3 0.3 0.2820
Cl -9.43048 -13.64350 13.92171 -0.4 -0.1 0.1 -0.1201
C -11.16480 -14.05280 14.00991 -0.1 0.4 0.4 0.3261
Cl -11.73655 -14.40298 15.65095 0.0 0.2 0.3 -0.0811
H -11.75615 -13.18401 13.69051 0.4 -0.6 -0.3 0.4420
H -11.32095 -14.98542 13.48941 0.0 0.2 -0.5 -0.5557
Cl -6.21412 -12.52377 14.85669 -0.3 0.1 0.6 -0.1898
C -6.76399 -13.26973 16.39725 -0.5 -1.5 -0.4 0.3920
Cl -6.25676 -12.48531 17.87735 0.0 0.6 0.1 -0.1894
H -7.88077 -13.40894 16.39374 1.3 0.4 -0.2 0.0086
H -6.26921 -14.25241 16.41671 -0.5 0.4 -0.1 -0.0790
Cl -7.36485 -20.30434 18.00387 0.6 -0.1 0.6 -0.0519
C -6.26401 -19.70501 19.29807 0.0 0.8 -0.5 -0.4183
Cl -5.96816 -17.95545 19.01245 0.0 -0.2 0.1 -0.1500
H -6.77966 -19.75796 20.25619 0.2 -0.4 -0.2 0.2775
H -5.26356 -20.16656 19.26867 -0.9 -0.2 0.0 0.3256
Cl -14.74794 -14.26595 13.80981 -0.4 0.3 -0.3 -0.0060
C -16.24511 -13.74757 13.00719 0.4 0.8 -0.8 -0.4018
Cl -16.00758 -12.60390 11.60210 0.3 -0.7 0.4 -0.2009
H -16.77256 -14.60464 12.64001 -0.1 -0.4 -0.3 0.1418
H -16.84770 -13.13443 13.63505 -0.2 0.0 0.9 0.4343
```
Forces are in eV/Å.

Output
Structure (SMILES): CCOC(=O)C(F)(F)F.CCOC(=O)C(F)(F)F.CCOC(=O)C(F)(F)F.CCOC(=O)C(F)(F)F.CCOC(=O)C(F)(F)F.CN(C)C=O.CN(C)C=O.CN(C)C=O.ClCCl.ClCCl.ClCCl.ClCCl
E_HOMO: -9.2253 eV
Charge: 0

What are the LUMO level values for these records? In order: -0.1340 0.0110 hartree.
What are the calculated total energy values for these records? In order: -1623.3986 -7611.7630 hartree.
What are the ΔE to the lowest compared entry with this formula, charge and spin values for these records? In order: 0.0381 0.0000 eV.